Entry 1:
{"formula": "C4H11N2", "method": "ωB97M-V/def2-TZVPD", "orbital_gap_ev": 11.4, "multiplicity": 1, "largest_force_ev_per_a": 3.7, "e_homo_ev": -14.712, "charge": 1, "molar_mass_g_mol": 87.15, "species": ["C", "N", "C", "C", "N", "C", "H", "H", "H", "H", "H", "H", "H", "H", "H", "H", "H"], "positions_angstrom": [[2.04242, 1.18062, 0.08987], [0.92516, 0.77725, -0.33070], [0.24711, -0.27574, 0.28972], [0.74258, -1.65829, -0.11310], [-1.17528, -0.23340, -0.26113], [-1.90734, 0.99954, 0.01398], [2.40364, 2.02074, -0.31865], [2.58894, 0.61305, 0.83431], [0.29744, -0.17756, 1.35547], [0.48197, -1.66726, -1.20750], [1.87986, -1.67886, -0.10782], [0.22246, -2.62902, 0.40067], [-1.65469, -0.93874, 0.19379], [-1.01836, -0.22271, -1.22805], [-1.09138, 1.73530, -0.12361], [-2.79848, 1.11646, -0.53405], [-2.18606, 1.03863, 1.04682]]}

***

Entry 2:
{"formula": "C4H11N2", "method": "ωB97M-V/def2-TZVPD", "orbital_gap_ev": 10.7, "multiplicity": 1, "largest_force_ev_per_a": 1.4, "e_homo_ev": -15.293, "charge": 1, "molar_mass_g_mol": 87.15, "species": ["C", "C", "C", "N", "C", "N", "H", "H", "H", "H", "H", "H", "H", "H", "H", "H", "H"], "positions_angstrom": [[2.47817, 1.04816, -0.46839], [1.21314, 0.51777, -1.16778], [-0.10552, 0.97512, -0.55694], [-0.46230, -0.01306, 0.49894], [-1.47067, -0.80603, 0.39388], [-1.91093, -1.74509, 1.25886], [2.66651, 0.53634, 0.47513], [2.43213, 2.13406, -0.35586], [3.35607, 0.92488, -1.10181], [1.22013, -0.57320, -1.23090], [1.28112, 0.84362, -2.20814], [-0.89211, 1.05986, -1.30481], [-0.08761, 1.96446, -0.09520], [0.30277, -0.25425, 1.12951], [-2.09420, -0.54469, -0.46245], [-2.25086, -1.50862, 2.18646], [-2.03290, -2.71028, 0.99207]]}

***

Entry 3:
{"formula": "C4H11N2", "method": "ωB97M-V/def2-TZVPD", "orbital_gap_ev": 10.5, "multiplicity": 1, "largest_force_ev_per_a": 1.5, "e_homo_ev": -15.247, "charge": 1, "molar_mass_g_mol": 87.15, "species": ["C", "C", "C", "C", "N", "N", "H", "H", "H", "H", "H", "H", "H", "H", "H", "H", "H"], "positions_angstrom": [[-1.48376, -0.01976, -1.29849], [-2.37170, 1.33754, 0.70610], [-0.82335, -1.69088, 0.55417], [2.82377, 0.69796, -0.05420], [-1.74167, 0.52400, -0.01894], [-0.79908, -0.40958, -0.09004], [-2.26096, -0.66013, -1.71360], [-0.91765, 0.56045, -2.01841], [2.66491, 1.16222, -1.01794], [-3.04750, 2.05375, 0.26464], [-2.23491, 1.32671, 1.77991], [-0.45457, -1.58353, 1.57323], [-1.82156, -2.13777, 0.56359], [-0.14450, -2.34399, 0.00888], [2.74061, -0.37729, -0.14928], [3.81456, 0.94779, 0.30022], [2.09154, 1.06297, 0.65575]]}